{"formula": "C48H55GeN8PPb", "method": "ωB97M-V/def2-TZVPD", "e_lumo_ev": 4.11, "gap_ev": 5.086, "spin_multiplicity": 1, "de_lowest_kcal_mol": 93.2, "total_energy_ev": -133640.409, "charge": -2, "symbols": ["Pb", "N", "C", "N", "C", "N", "N", "P", "N", "C", "C", "C", "C", "C", "N", "C", "C", "C", "C", "C", "N", "C", "C", "C", "C", "C", "H", "H", "H", "H", "H", "H", "H", "H", "H", "H", "H", "H", "H", "H", "H", "H", "H", "H", "H", "H", "H", "H", "H", "H", "H", "H", "H", "H", "H", "H", "C", "C", "C", "C", "C", "C", "N", "C", "C", "C", "C", "C", "C", "H", "H", "H", "H", "H", "H", "H", "H", "H", "H", "C", "Ge", "C", "C", "C", "C", "C", "C", "C", "C", "C", "C", "C", "C", "C", "C", "C", "C", "C", "C", "H", "H", "H", "H", "H", "H", "H", "H", "H", "H", "H", "H", "H", "H", "H"], "xyz": [[-1.209, 0.466, 1.253], [-4.138, 6.461, 0.071], [-3.811, 5.392, -0.235], [-3.497, 4.220, -0.714], [-2.891, 3.253, -0.146], [-2.337, 2.290, 0.208], [0.079, -0.236, -0.358], [0.203, -0.013, -1.869], [1.620, -0.758, -2.433], [2.347, -1.613, -1.497], [3.331, -2.492, -2.256], [4.426, -1.633, -2.907], [3.877, -0.244, -3.256], [2.392, -0.323, -3.594], [0.399, 1.548, -2.507], [1.407, 2.298, -1.746], [1.920, 3.471, -2.575], [0.760, 4.178, -3.298], [-0.563, 3.834, -2.626], [-0.835, 2.335, -2.729], [-1.070, -0.552, -2.827], [-0.905, -0.634, -4.267], [-2.236, -0.329, -4.983], [-3.412, -0.557, -4.033], [-3.151, -1.807, -3.203], [-1.919, -1.615, -2.299], [1.630, -2.208, -0.936], [2.896, -1.009, -0.762], [2.781, -3.052, -3.018], [3.772, -3.224, -1.576], [4.802, -2.127, -3.808], [5.274, -1.533, -2.226], [4.427, 0.190, -4.096], [4.004, 0.434, -2.407], [2.261, -1.017, -4.440], [2.019, 0.647, -3.918], [2.227, 1.627, -1.484], [0.995, 2.639, -0.791], [2.651, 3.111, -3.305], [2.444, 4.162, -1.910], [0.717, 3.851, -4.342], [0.915, 5.260, -3.313], [-1.393, 4.370, -3.091], [-0.547, 4.146, -1.580], [-1.202, 2.114, -3.737], [-1.626, 2.053, -2.028], [-0.548, -1.639, -4.546], [-0.135, 0.069, -4.583], [-2.331, -0.981, -5.858], [-2.246, 0.701, -5.350], [-4.349, -0.642, -4.590], [-3.514, 0.300, -3.364], [-2.989, -2.650, -3.886], [-4.017, -2.057, -2.588], [-1.364, -2.562, -2.224], [-2.220, -1.340, -1.289], [-6.775, -0.258, -0.799], [-6.643, -1.084, 0.311], [-5.402, -1.346, 0.864], [-4.228, -0.787, 0.325], [-4.379, 0.022, -0.811], [-5.625, 0.291, -1.351], [-2.982, -1.031, 0.872], [-2.728, -2.313, 1.349], [-1.945, -2.524, 2.492], [-1.628, -3.808, 2.906], [-2.093, -4.922, 2.220], [-2.882, -4.726, 1.092], [-3.188, -3.449, 0.659], [-7.750, -0.047, -1.222], [-7.524, -1.525, 0.766], [-5.322, -1.983, 1.737], [-3.494, 0.433, -1.268], [-5.692, 0.934, -2.221], [-1.589, -1.670, 3.058], [-1.005, -3.933, 3.782], [-1.843, -5.922, 2.554], [-3.250, -5.579, 0.530], [-3.789, -3.309, -0.231], [-0.654, 1.041, 3.246], [1.178, 0.503, 3.343], [1.788, 1.149, 5.123], [1.311, 2.382, 5.573], [1.748, 2.935, 6.769], [2.679, 2.262, 7.549], [3.166, 1.036, 7.120], [2.723, 0.490, 5.920], [2.509, 1.379, 2.119], [3.738, 0.852, 1.724], [4.582, 1.540, 0.859], [4.219, 2.794, 0.386], [3.009, 3.346, 0.783], [2.163, 2.639, 1.628], [1.668, -1.429, 3.385], [1.376, -2.192, 4.519], [1.622, -3.557, 4.560], [2.142, -4.205, 3.447], [2.402, -3.475, 2.298], [2.170, -2.104, 2.275], [0.571, 2.902, 4.976], [1.358, 3.892, 7.096], [3.023, 2.690, 8.484], [3.895, 0.502, 7.720], [3.123, -0.465, 5.599], [4.052, -0.117, 2.097], [5.526, 1.098, 0.555], [4.873, 3.334, -0.291], [2.713, 4.323, 0.416], [1.195, 3.049, 1.900], [0.945, -1.705, 5.388], [1.390, -4.124, 5.456], [2.315, -5.275, 3.468], [2.775, -3.975, 1.410], [2.339, -1.550, 1.364]], "atomic_forces_ev_per_a": [[0.6, -0.3, 0.2], [-0.1, 0.2, 0.1], [0.1, 0.0, 0.2], [-0.2, 0.0, -0.5], [0.1, -0.2, 0.2], [-0.2, 0.1, 0.0], [-0.4, 0.0, -0.1], [0.2, 0.1, -0.1], [0.0, 0.1, 0.0], [0.0, -0.1, 0.1], [0.0, 0.0, 0.0], [0.0, 0.0, 0.0], [0.0, 0.0, 0.0], [0.0, 0.0, 0.0], [-0.1, 0.0, 0.2], [0.0, 0.0, -0.1], [0.0, 0.0, 0.0], [0.0, 0.0, 0.0], [-0.1, 0.0, -0.1], [-0.1, -0.1, -0.1], [0.0, 0.2, -0.1], [0.0, 0.0, 0.0], [0.0, 0.0, 0.0], [0.0, 0.0, 0.0], [0.0, -0.1, 0.0], [0.0, -0.1, 0.0], [0.0, 0.0, 0.0], [0.0, 0.0, 0.1], [0.0, 0.0, 0.0], [0.0, 0.0, 0.0], [0.0, 0.0, 0.0], [0.0, 0.0, 0.0], [0.0, 0.0, 0.0], [0.0, 0.0, 0.0], [0.0, 0.0, 0.0], [0.0, 0.0, 0.0], [0.0, 0.0, 0.0], [0.0, 0.0, -0.1], [0.0, 0.0, 0.0], [0.0, 0.0, 0.0], [0.0, 0.0, 0.0], [0.0, 0.0, 0.0], [0.0, 0.0, 0.0], [0.0, 0.0, 0.0], [0.0, 0.0, 0.0], [0.1, 0.0, -0.1], [0.0, 0.0, 0.0], [0.0, 0.0, 0.0], [0.0, 0.0, 0.0], [0.0, 0.0, 0.0], [0.0, 0.0, 0.0], [0.0, 0.0, -0.1], [0.0, 0.0, 0.0], [0.0, 0.0, 0.0], [0.0, 0.0, 0.0], [0.1, -0.1, -0.1], [0.1, 0.0, 0.0], [0.0, 0.0, 0.0], [-0.1, 0.0, 0.1], [0.0, -0.1, -0.1], [-0.1, 0.1, 0.2], [0.0, 0.0, 0.0], [0.0, 0.2, 0.1], [0.1, 0.0, 0.0], [0.0, -0.1, 0.0], [0.0, 0.0, 0.0], [0.0, 0.0, 0.0], [0.0, 0.0, 0.0], [0.0, 0.0, 0.0], [0.0, 0.0, 0.0], [0.0, 0.0, 0.0], [0.0, 0.0, 0.0], [0.1, 0.2, 0.0], [0.0, 0.0, 0.0], [0.0, 0.0, 0.0], [0.0, 0.0, 0.0], [0.0, 0.0, 0.0], [0.0, 0.0, 0.0], [0.0, 0.0, 0.0], [-0.2, 0.1, 0.0], [0.0, 0.0, 0.0], [0.0, 0.1, 0.0], [-0.1, 0.0, 0.0], [0.0, 0.0, 0.0], [0.0, 0.0, 0.0], [0.0, 0.0, 0.0], [0.1, 0.1, 0.0], [0.0, 0.0, -0.1], [0.0, 0.0, 0.1], [0.0, 0.0, 0.0], [0.0, 0.0, 0.0], [0.1, 0.0, 0.1], [0.1, 0.0, 0.0], [0.0, 0.0, 0.1], [0.1, 0.0, 0.0], [0.0, 0.0, 0.0], [0.0, 0.0, 0.0], [0.0, 0.0, 0.0], [-0.1, -0.1, 0.0], [0.0, 0.0, -0.1], [0.0, 0.0, 0.0], [0.0, 0.0, 0.0], [0.0, 0.0, 0.0], [0.0, 0.0, 0.0], [0.0, 0.0, 0.0], [0.0, 0.0, 0.0], [0.0, 0.0, 0.0], [0.0, 0.0, 0.0], [0.0, 0.0, 0.0], [0.0, 0.0, 0.0], [0.0, 0.0, 0.0], [0.0, 0.0, 0.0], [0.0, 0.0, 0.0], [0.0, 0.0, -0.2]], "mulliken_charge": [1.84, -0.68, 0.53, -0.68, 0.62, -0.77, -0.33, -1.61, 0.43, -0.09, -1.26, -0.78, -0.56, -0.78, 0.52, -0.02, -0.86, -0.93, -1.15, 1.03, 1.94, -0.73, -1.26, -0.10, -1.15, 0.91, 0.61, -0.25, 0.37, 0.38, 0.37, 0.36, 0.53, -0.03, 0.49, 0.56, -0.24, 0.22, 0.28, 0.31, 0.29, 0.48, 0.56, 0.37, 0.02, -1.01, 0.46, 0.21, 0.41, 0.44, 0.46, -0.21, 0.50, 0.42, 0.37, -1.14, -0.75, -0.46, -0.47, -0.55, 0.89, -0.88, -0.29, 0.08, -0.89, -0.42, -0.73, -0.76, 0.35, 0.37, 0.37, 0.44, 0.13, 0.45, 0.77, 0.48, 0.36, 0.36, 0.29, -1.46, 1.43, -0.36, -0.44, -0.61, -0.37, -0.70, 0.04, -0.07, -0.07, -0.69, -0.51, -0.39, -0.60, -0.42, 0.06, -0.88, -0.36, -0.64, 0.03, 0.35, 0.37, 0.33, 0.38, 0.31, 0.36, 0.41, 0.30, 0.55, 0.32, 0.44, 0.36, 0.35, 0.41, 0.00]}

---

{"formula": "C43H40BrN2O2P2Sn", "method": "ωB97M-V/def2-TZVPD", "e_lumo_ev": -9.74, "gap_ev": 5.852, "spin_multiplicity": 1, "de_lowest_kcal_mol": 0.0, "total_energy_ev": -146744.478, "charge": 3, "symbols": ["Sn", "O", "P", "C", "P", "O", "C", "C", "C", "C", "C", "C", "C", "C", "C", "C", "C", "C", "C", "C", "C", "C", "C", "C", "C", "C", "C", "C", "C", "C", "H", "H", "H", "H", "H", "H", "H", "H", "H", "H", "H", "H", "H", "H", "H", "H", "H", "H", "H", "H", "H", "H", "Br", "C", "C", "C", "C", "C", "C", "N", "C", "C", "C", "C", "C", "C", "N", "H", "H", "H", "H", "H", "H", "H", "H", "H", "C", "C", "C", "C", "C", "C", "H", "H", "H", "H", "H", "H", "H", "H", "H"], "xyz": [[-1.185, 0.064, -1.267], [0.911, 0.395, -1.158], [2.011, 1.278, -0.482], [1.287, 2.001, 1.021], [0.163, 0.767, 1.755], [-0.997, 0.482, 0.757], [-0.485, 1.398, 3.275], [-0.064, 2.597, 3.849], [-0.643, 3.025, 5.034], [-1.626, 2.258, 5.644], [-2.036, 1.055, 5.080], [-1.465, 0.617, 3.900], [1.155, -0.656, 2.153], [2.121, -0.480, 3.151], [2.898, -1.548, 3.552], [2.711, -2.793, 2.968], [1.760, -2.968, 1.974], [0.966, -1.904, 1.569], [2.541, 2.623, -1.529], [2.780, 3.909, -1.042], [3.163, 4.912, -1.920], [3.325, 4.631, -3.271], [3.087, 3.350, -3.759], [2.707, 2.341, -2.890], [3.450, 0.326, -0.092], [3.515, -1.027, -0.421], [4.669, -1.738, -0.131], [5.751, -1.097, 0.456], [5.687, 0.256, 0.772], [4.542, 0.977, 0.488], [0.707, 2.884, 0.742], [2.066, 2.272, 1.735], [0.700, 3.205, 3.381], [-0.331, 3.961, 5.477], [-2.072, 2.598, 6.569], [-2.794, 0.458, 5.568], [-1.771, -0.326, 3.460], [2.249, 0.487, 3.625], [3.637, -1.416, 4.331], [3.298, -3.638, 3.303], [1.637, -3.939, 1.524], [0.209, -2.039, 0.810], [2.665, 4.138, 0.010], [3.354, 5.910, -1.548], [3.665, 5.406, -3.945], [3.227, 3.133, -4.810], [2.533, 1.338, -3.263], [2.674, -1.511, -0.902], [4.732, -2.789, -0.379], [6.664, -1.646, 0.642], [6.536, 0.750, 1.223], [4.510, 2.041, 0.699], [-8.108, -3.661, -0.203], [-6.639, -2.479, -0.450], [-6.829, -1.269, -1.076], [-5.750, -0.410, -1.251], [-4.495, -0.743, -0.758], [-4.307, -1.964, -0.156], [-5.392, -2.840, -0.003], [-3.405, 0.212, -0.912], [-3.747, 1.436, -0.880], [-2.859, 2.539, -1.206], [-3.290, 3.852, -1.172], [-2.390, 4.854, -1.508], [-1.086, 4.504, -1.852], [-0.732, 3.172, -1.866], [-1.622, 2.223, -1.556], [-7.812, -0.985, -1.425], [-5.905, 0.519, -1.784], [-3.336, -2.237, 0.225], [-5.261, -3.798, 0.471], [-4.743, 1.717, -0.557], [-4.307, 4.081, -0.885], [-2.702, 5.890, -1.501], [-0.357, 5.253, -2.124], [0.250, 2.859, -2.153], [-1.717, -5.230, -1.933], [-0.426, -4.440, -2.165], [0.003, -4.490, -3.641], [0.681, -4.931, -1.227], [-0.705, -3.030, -1.852], [-0.908, -1.854, -1.629], [-1.552, -6.269, -2.221], [-2.535, -4.841, -2.536], [-1.993, -5.210, -0.881], [0.153, -5.531, -3.927], [0.941, -3.958, -3.801], [-0.763, -4.071, -4.292], [0.920, -5.966, -1.468], [0.350, -4.894, -0.191], [1.589, -4.338, -1.346]], "atomic_forces_ev_per_a": [[0.7, 0.9, 2.1], [0.2, 0.7, -0.3], [0.0, -0.1, -0.3], [-0.3, -0.3, -0.2], [0.2, -0.1, 0.4], [-0.2, -0.2, -0.2], [-0.2, 0.1, -0.1], [-0.1, 0.0, -0.1], [0.0, 0.0, 0.0], [0.0, 0.0, 0.0], [0.0, 0.0, 0.0], [0.1, 0.1, -0.1], [-0.2, -0.1, 0.0], [-0.1, 0.1, -0.1], [0.1, 0.1, 0.0], [0.0, -0.1, 0.0], [-0.1, 0.1, 0.0], [0.1, 0.0, 0.0], [-0.3, 0.0, -0.1], [-0.2, 0.0, 0.0], [0.1, 0.0, 0.0], [0.0, 0.0, 0.0], [0.1, 0.0, 0.0], [-0.1, 0.0, 0.1], [-0.1, -0.3, -0.1], [0.0, 0.0, 0.1], [0.1, 0.0, -0.1], [0.0, 0.0, 0.0], [0.0, 0.0, 0.0], [-0.1, 0.0, 0.0], [0.0, 0.1, 0.1], [0.0, 0.0, 0.0], [0.0, 0.0, 0.0], [0.0, 0.0, 0.0], [0.0, 0.0, 0.0], [0.0, 0.0, 0.0], [0.0, 0.0, 0.0], [0.0, 0.0, 0.1], [0.0, 0.0, 0.0], [0.0, 0.0, 0.0], [-0.1, -0.1, 0.0], [0.0, -0.1, -0.1], [0.0, 0.0, 0.0], [0.0, 0.0, 0.0], [-0.1, 0.0, 0.0], [0.0, 0.0, 0.0], [0.0, 0.0, 0.0], [0.0, 0.0, 0.0], [0.0, 0.0, 0.0], [0.0, 0.0, 0.1], [0.0, 0.0, 0.0], [0.0, 0.0, 0.0], [0.5, 0.4, -0.1], [-0.8, -0.7, 0.2], [0.2, 0.9, -0.3], [-0.7, 0.1, -0.1], [0.4, 0.1, -0.3], [-0.2, -0.8, 0.4], [1.1, 0.3, 0.1], [-0.2, -0.1, -0.3], [-0.6, 0.5, 0.5], [-0.5, 0.3, 0.1], [0.0, -0.1, 0.1], [0.3, 0.0, -0.1], [-0.4, 0.2, 0.1], [-0.3, 0.0, -0.1], [1.1, -1.1, -0.5], [0.0, 0.0, -0.1], [-0.1, -0.1, -0.1], [0.1, -0.1, 0.1], [0.1, -0.1, 0.1], [-0.1, 0.0, -0.1], [0.0, 0.0, 0.0], [0.0, 0.0, 0.0], [0.0, 0.0, 0.0], [0.4, -0.2, -0.1], [0.0, -0.2, -0.1], [-0.2, 0.5, 0.1], [0.1, -0.1, 0.0], [0.1, -0.1, -0.1], [0.1, 0.2, -0.2], [-0.2, -0.6, -0.5], [0.0, 0.0, 0.0], [-0.1, 0.0, 0.0], [-0.1, 0.0, 0.1], [0.0, 0.0, 0.0], [0.0, 0.0, 0.0], [0.0, 0.0, 0.0], [0.0, 0.0, 0.0], [0.0, 0.0, 0.1], [0.0, 0.0, 0.0]], "mulliken_charge": [3.13, -0.68, 0.31, -1.48, -0.30, 0.34, 0.61, -0.17, -0.80, -0.52, -0.74, -0.72, 0.92, -0.74, -0.75, -0.87, -0.34, 0.18, 0.42, -0.04, -0.92, -0.53, -0.89, -0.22, 0.91, -0.16, -0.65, -0.56, -0.82, -0.90, 0.85, 1.06, 0.38, 0.45, 0.44, 0.45, 0.43, 0.45, 0.49, 0.48, 0.33, 0.03, 0.47, 0.48, 0.47, 0.49, 0.51, 0.33, 0.48, 0.46, 0.47, 0.41, -0.09, -0.08, -0.82, -0.30, 0.12, -0.18, -0.81, 0.02, -0.78, 0.83, -0.81, -0.58, -0.89, -0.64, 0.16, 0.46, 0.64, 0.51, 0.49, 0.79, 0.54, 0.50, 0.56, 1.32, -1.64, 1.82, -1.60, -1.49, 0.63, -2.60, 0.44, 0.39, 0.38, 0.43, 0.37, 0.41, 0.49, 0.35, 0.27]}

---

{"formula": "C5H9NO", "method": "ωB97M-V/def2-TZVPD", "e_lumo_ev": 0.75, "gap_ev": 11.436, "spin_multiplicity": 1, "de_lowest_kcal_mol": 32.9, "total_energy_ev": -8867.786, "symbols": ["C", "C", "C", "O", "C", "C", "N", "H", "H", "H", "H", "H", "H", "H", "H", "H"], "xyz": [[1.958, -0.254, 0.068], [0.653, 0.517, 0.238], [-0.508, 0.044, -0.667], [-0.471, -1.348, -0.930], [-1.907, 0.295, -0.045], [-1.768, 0.132, 1.399], [-1.298, 0.085, 2.456], [2.392, -0.227, -0.940], [2.693, 0.167, 0.762], [1.800, -1.300, 0.359], [0.793, 1.593, 0.079], [0.412, 0.390, 1.303], [-0.493, 0.600, -1.619], [0.346, -1.532, -1.410], [-2.620, -0.414, -0.479], [-2.261, 1.313, -0.250]], "atomic_forces_ev_per_a": [[0.1, 0.0, -0.1], [0.1, 0.0, 0.0], [0.0, 0.3, 0.1], [0.1, -0.1, -0.1], [0.0, 0.1, 0.0], [0.5, 0.0, 0.9], [-1.2, -0.1, -0.5], [-0.1, 0.0, 0.1], [0.0, -0.1, -0.2], [0.1, 0.2, -0.1], [0.1, -0.1, 0.0], [0.0, 0.1, -0.6], [0.1, -0.1, 0.2], [-0.1, -0.1, 0.1], [0.2, 0.2, 0.1], [0.1, -0.2, 0.0]], "mulliken_charge": [-1.58, -0.09, 0.08, -0.56, -0.65, 0.42, -0.54, 0.34, 0.40, 0.40, 0.32, 0.22, 0.29, 0.34, 0.33, 0.30]}

---

Which formula does entry 2 have? C43H40BrN2O2P2Sn